Entry 1:
The following is a DFT calculation (ωB97M-V/def2-TZVPD) of 3 unconnected molecules or ions with the total composition C47H67BrF17IN4O6 in a non-equilibrium geometry.

Geometry as ORCA input:
```
! RIJCOSX wB97M-V def2-TZVPD def2/J DEFGRID3
* xyz 0 3
C 2.086 2.989 -2.755
C 1.392 1.781 -2.068
O 1.321 0.750 -3.048
C 1.088 -0.570 -2.524
C 2.472 -1.073 -1.984
Br 4.035 -0.253 -2.860
C 2.704 -2.566 -1.707
C 1.601 -3.300 -0.906
O 0.319 -0.420 -1.356
C -1.078 -0.290 -1.479
C -1.680 -0.670 -0.131
C -0.991 -1.348 0.850
C -1.538 -1.692 2.072
N -2.782 -1.343 2.390
C -3.428 -0.658 1.459
C -2.988 -0.298 0.205
C -1.775 -1.012 -2.662
I -2.350 -3.031 -1.992
N -0.958 -1.039 -3.935
C -1.051 0.228 -4.750
C -1.746 1.441 -4.138
C -1.832 2.612 -5.140
F -0.814 2.506 -6.052
F -1.601 3.793 -4.534
C -3.127 2.624 -6.001
F -3.098 1.530 -6.787
F -2.992 3.666 -6.852
C -4.469 2.805 -5.200
F -4.190 3.133 -3.919
F -5.076 3.897 -5.716
C -5.480 1.646 -5.352
F -4.929 0.439 -5.154
F -5.808 1.655 -6.672
C -6.838 1.749 -4.609
F -7.472 2.914 -4.827
F -7.646 0.831 -5.194
C -6.889 1.488 -3.084
F -6.295 2.456 -2.356
F -8.194 1.589 -2.737
C -6.394 0.129 -2.510
F -6.733 0.175 -1.197
F -5.050 0.016 -2.491
C -7.033 -1.193 -3.042
F -6.863 -2.106 -2.066
F -6.437 -1.676 -4.125
F -8.343 -1.105 -3.262
C -1.750 -2.099 -4.768
O -1.241 -3.161 -5.113
O -2.916 -1.757 -4.973
C 0.446 -1.449 -3.624
C 1.385 -1.827 -4.793
C 1.704 -3.367 -4.809
C 1.052 -1.462 -6.256
C 2.079 -2.057 -7.274
H 2.057 2.911 -3.846
H 1.738 3.947 -2.366
H 3.150 2.915 -2.486
H 0.400 2.145 -1.756
H 1.994 1.542 -1.187
H 2.553 -0.616 -0.992
H 3.068 -3.128 -2.571
H 3.576 -2.577 -1.036
H 1.841 -3.236 0.163
H 0.589 -2.927 -1.055
H 1.657 -4.367 -1.149
H -1.329 0.784 -1.555
H 0.041 -1.630 0.659
H -0.959 -2.229 2.820
H -4.440 -0.336 1.721
H -3.599 0.270 -0.490
H -2.761 -0.587 -2.816
H -0.030 0.544 -4.971
H -1.475 0.040 -5.737
H -1.112 1.838 -3.336
H -2.771 1.249 -3.811
H 0.300 -2.403 -3.096
H 2.369 -1.375 -4.607
H 1.041 -3.871 -5.514
H 1.563 -3.833 -3.829
H 2.755 -3.526 -5.073
H 1.136 -0.373 -6.401
H 0.059 -1.745 -6.617
H 3.078 -1.972 -6.836
H 2.036 -1.400 -8.150
H 1.808 -3.075 -7.553
C 5.506 5.487 2.198
C 4.732 4.139 2.224
C 5.157 3.301 3.438
C 6.537 2.665 3.298
C 6.625 1.869 1.999
C 6.250 2.701 0.771
N 4.943 3.409 0.938
O 3.987 2.535 0.800
C 7.386 3.706 0.492
C 6.233 1.800 -0.462
C 3.268 4.536 2.426
H 4.841 6.336 2.352
H 6.278 5.540 2.968
H 5.976 5.680 1.235
H 4.427 2.502 3.604
H 5.131 3.923 4.336
H 7.317 3.431 3.337
H 6.719 2.000 4.146
H 7.637 1.475 1.881
H 5.966 0.997 2.073
H 7.120 4.381 -0.324
H 8.294 3.179 0.195
H 7.657 4.307 1.358
H 5.556 0.955 -0.348
H 7.223 1.384 -0.648
H 5.936 2.360 -1.351
H 2.897 5.112 1.575
H 3.176 5.155 3.318
H 2.617 3.674 2.568
C -3.085 -4.258 7.868
C -1.793 -3.817 7.125
C -0.558 -4.078 7.997
C -0.396 -3.093 9.150
C -0.433 -1.659 8.630
C -1.683 -1.364 7.795
N -1.904 -2.382 6.723
O -1.051 -2.156 5.769
C -2.900 -1.288 8.739
C -1.575 0.044 7.208
C -1.707 -4.747 5.912
H -3.566 -5.101 7.372
H -2.892 -4.559 8.899
H -3.846 -3.480 7.880
H 0.344 -4.031 7.378
H -0.600 -5.097 8.390
H -1.174 -3.253 9.902
H 0.556 -3.274 9.652
H -0.383 -0.965 9.473
H 0.465 -1.476 8.032
H -3.826 -1.167 8.174
H -2.810 -0.429 9.405
H -3.004 -2.159 9.385
H -0.673 0.178 6.612
H -1.538 0.783 8.009
H -2.438 0.274 6.581
H -2.547 -4.586 5.233
H -1.733 -5.784 6.244
H -0.782 -4.616 5.351
*
```

Output
Lowest unoccupied orbital energy (alpha / beta) (eV): -0.01 / -0.07
HOMO (alpha / beta) (eV): -8.63 / -9.28
⟨S²⟩: 2.008
Orbital gap (alpha / beta) (eV): 8.62 / 9.21
E_tot (a.u.): -7070.7954
Max |F| (Eh/bohr): 0.0954


Entry 2:
The following is a DFT calculation (ωB97M-V/def2-TZVPD) of a molecular structure, C47H67Cl3KNO6 in a non-equilibrium geometry.

Geometry as ORCA input:
```
! RIJCOSX wB97M-V def2-TZVPD def2/J DEFGRID3
* xyz -2 1
K 2.906 -1.104 0.858
C 4.321 -0.992 -2.402
O 3.206 -0.698 -1.560
C 2.125 -0.181 -2.253
C 1.939 1.199 -2.310
C 2.773 2.178 -1.494
C 1.989 2.647 -0.271
C 1.057 3.678 -0.408
C 0.216 4.085 0.626
C 0.341 3.386 1.829
C 1.251 2.358 2.016
C 1.238 1.554 3.307
C 0.169 0.473 3.224
C -1.172 0.841 3.332
C -2.207 -0.054 3.107
C -1.862 -1.353 2.741
C -0.544 -1.776 2.631
C -0.257 -3.181 2.109
C -0.541 -3.269 0.619
C -1.818 -3.537 0.147
C -2.143 -3.548 -1.215
C -1.104 -3.259 -2.096
C 0.195 -2.987 -1.669
C 1.265 -2.569 -2.666
C 1.225 -1.059 -2.873
C 0.193 -0.517 -3.624
C 0.002 0.856 -3.755
C 0.883 1.689 -3.083
C -1.177 1.381 -4.578
C -1.222 2.908 -4.606
C -2.492 0.874 -3.963
C -1.067 0.875 -6.023
C 0.530 -3.026 -0.291
O 1.744 -2.839 0.131
C -3.571 -3.859 -1.668
C -3.976 -5.269 -1.211
C -3.711 -3.797 -3.189
C -4.550 -2.842 -1.060
C 0.470 -0.856 2.929
O 1.783 -1.273 2.914
C 2.236 -1.732 4.200
C -3.682 0.347 3.192
C -3.855 1.799 3.634
C -4.408 -0.554 4.202
C -4.333 0.184 1.809
C 2.158 1.986 0.978
O 3.078 1.085 1.173
C -0.818 5.204 0.488
C -0.803 5.824 -0.908
C -2.228 4.644 0.744
C -0.535 6.316 1.510
H 3.991 -1.485 -3.318
H 4.858 -0.074 -2.654
H 4.973 -1.671 -1.854
H 3.712 1.719 -1.196
H 3.006 3.043 -2.117
H 0.992 4.168 -1.378
H -0.312 3.643 2.664
H 2.217 1.111 3.469
H 1.013 2.217 4.145
H -1.387 1.878 3.568
H -2.642 -2.072 2.497
H 0.786 -3.440 2.284
H -0.890 -3.895 2.642
H -2.598 -3.742 0.882
H -1.297 -3.232 -3.168
H 2.245 -2.876 -2.304
H 1.080 -3.063 -3.623
H -0.507 -1.210 -4.089
H 0.751 2.766 -3.117
H -1.343 3.324 -3.601
H -0.311 3.328 -5.043
H -2.072 3.235 -5.212
H -2.597 1.238 -2.936
H -3.351 1.225 -4.548
H -2.522 -0.219 -3.929
H -0.126 1.206 -6.473
H -1.093 -0.218 -6.066
H -1.897 1.261 -6.627
H -3.292 -6.013 -1.630
H -3.935 -5.357 -0.121
H -4.997 -5.508 -1.537
H -3.045 -4.514 -3.681
H -4.741 -4.037 -3.473
H -3.478 -2.796 -3.570
H -4.528 -2.877 0.034
H -4.280 -1.826 -1.365
H -5.580 -3.045 -1.386
H 1.518 -2.434 4.628
H 3.191 -2.236 4.060
H 2.369 -0.890 4.885
H -3.406 1.975 4.617
H -3.401 2.492 2.919
H -4.922 2.035 3.700
H -3.941 -0.476 5.188
H -5.461 -0.257 4.289
H -4.374 -1.603 3.897
H -3.843 0.836 1.078
H -4.244 -0.845 1.443
H -5.399 0.444 1.851
H -1.047 5.083 -1.678
H -1.548 6.626 -0.960
H 0.176 6.253 -1.145
H -2.455 3.847 0.029
H -2.306 4.218 1.750
H -2.987 5.432 0.646
H 0.468 6.726 1.355
H -1.266 7.131 1.412
H -0.584 5.934 2.534
O 3.895 -4.261 -0.669
H 3.036 -3.805 -0.471
H 4.312 -4.340 0.199
O 5.625 1.569 0.281
H 4.697 1.496 0.629
H 6.023 0.716 0.499
Cl 5.452 -3.306 4.128
N 5.286 0.387 3.615
H 5.259 -0.611 3.838
H 4.411 0.627 3.150
H 6.004 0.514 2.912
Cl 6.325 -1.930 0.662
C 7.445 -2.809 1.721
Cl 9.127 -2.789 1.070
H 7.111 -3.827 1.795
H 7.426 -2.355 2.695
*
```

Output
Lowest unoccupied orbital energy (eV): 3.70
HOMO (eV): -2.42
ΔE to the lowest compared entry with this formula, charge and spin (kJ/mol): 120.2
Orbital gap (eV): 6.11
E_tot (a.u.): -4318.0757
Max |F| (Eh/bohr): 0.0452


Entry 3:
The following is a DFT calculation (ωB97M-V/def2-TZVPD) of 9 unconnected molecules or ions with the total composition C47H68BF25N2O22PS in a non-equilibrium geometry.

Geometry as ORCA input:
```
! RIJCOSX wB97M-V def2-TZVPD def2/J DEFGRID3
* xyz -1 1
C 3.405 -4.383 1.752
C 1.772 -4.525 2.029
C 0.980 -3.247 1.296
C 0.119 -3.729 -0.033
O -1.142 -4.304 0.428
C -2.304 -3.442 0.232
P -3.160 -4.245 -1.283
O -2.122 -4.318 -2.515
O -3.583 -5.930 -0.949
O -4.549 -3.377 -1.881
O -2.181 -1.992 0.070
B -2.191 -1.237 1.371
C -3.386 -0.126 1.619
C -3.292 0.685 3.039
C -2.119 1.849 3.087
F -3.140 -0.162 4.244
N -0.836 -0.555 1.320
C -0.585 -0.222 -0.017
S -0.033 0.001 -1.639
O -2.431 -2.344 2.328
C -3.049 -3.571 1.725
C -4.642 -3.536 1.343
C -5.635 -3.220 2.646
N -2.412 -4.842 2.242
C -2.916 -5.235 3.454
C -3.269 -6.861 3.625
C -3.164 -4.300 4.776
H 3.638 -4.825 0.692
H 3.626 -3.215 1.828
H 3.944 -4.928 2.639
H 1.621 -4.417 3.185
H 1.337 -5.566 1.713
H 1.735 -2.411 0.929
H 0.305 -2.787 2.141
H 0.752 -4.629 -0.496
H 0.047 -2.929 -0.880
H -4.557 -5.976 -0.684
H -5.369 -3.826 -1.468
H -3.331 0.620 0.689
H -4.418 -0.701 1.606
H -4.324 1.269 3.174
H -1.444 1.886 2.131
H -1.456 1.653 4.050
H -2.641 2.903 3.285
H -5.048 -4.541 0.884
H -4.815 -2.616 0.601
H -5.554 -4.166 3.346
H -5.323 -2.215 3.159
H -6.743 -3.110 2.233
H -2.216 -7.423 3.617
H -3.936 -7.257 2.749
H -3.740 -7.087 4.690
H -2.100 -4.103 5.279
H -3.829 -4.826 5.613
H -3.588 -3.217 4.539
C 3.213 5.728 0.271
C 3.016 4.229 0.391
O 2.828 3.855 1.764
C 1.556 3.990 2.257
O 0.606 4.404 1.598
C 1.488 3.512 3.708
F 2.536 3.956 4.460
F 1.506 2.151 3.800
F 0.360 3.922 4.353
H 4.034 6.062 0.914
H 3.436 6.008 -0.763
H 2.317 6.270 0.591
H 3.916 3.712 0.041
H 2.183 3.879 -0.230
C 9.513 -3.563 -0.642
C 9.316 -5.063 -0.522
O 9.128 -5.436 0.851
C 7.856 -5.301 1.344
O 6.906 -4.887 0.685
C 7.788 -5.780 2.795
F 8.836 -5.335 3.547
F 7.806 -7.141 2.887
F 6.660 -5.369 3.440
H 10.334 -3.229 0.001
H 9.736 -3.283 -1.676
H 8.617 -3.021 -0.322
H 10.216 -5.579 -0.872
H 8.483 -5.413 -1.143
C 7.350 1.897 1.855
C 6.972 1.485 0.444
O 8.083 1.665 -0.447
C 9.006 0.651 -0.474
O 8.925 -0.366 0.209
C 10.102 0.949 -1.496
F 10.544 2.239 -1.436
F 9.676 0.753 -2.777
F 11.206 0.165 -1.339
H 7.737 2.921 1.866
H 6.485 1.837 2.521
H 8.141 1.253 2.254
H 6.164 2.128 0.079
H 6.603 0.453 0.409
C -2.532 5.123 -5.207
C -2.170 3.650 -5.211
O -0.752 3.480 -5.062
C -0.270 3.523 -3.780
O -0.974 3.696 -2.789
C 1.239 3.279 -3.764
F 1.896 3.973 -4.738
F 1.548 1.965 -3.962
F 1.825 3.635 -2.586
H -1.962 5.661 -5.971
H -3.600 5.260 -5.399
H -2.290 5.586 -4.245
H -2.445 3.207 -6.174
H -2.716 3.097 -4.436
C -7.290 1.636 -0.255
C -6.690 2.997 0.045
O -5.743 3.363 -0.971
C -6.264 3.921 -2.109
O -7.463 4.112 -2.291
C -5.147 4.307 -3.078
F -4.193 3.338 -3.198
F -4.492 5.436 -2.683
F -5.597 4.550 -4.342
H -6.501 0.887 -0.383
H -7.952 1.318 0.556
H -7.866 1.655 -1.186
H -6.142 2.955 0.991
H -7.465 3.765 0.155
C -8.036 -6.218 7.553
C -9.014 -6.960 6.660
O -9.482 -6.103 5.607
C -8.668 -5.997 4.509
O -7.594 -6.581 4.393
C -9.308 -5.099 3.450
F -9.852 -3.965 3.979
F -10.320 -5.730 2.786
F -8.427 -4.686 2.497
H -8.485 -5.294 7.931
H -7.738 -6.840 8.401
H -7.136 -5.932 7.000
H -9.892 -7.255 7.244
H -8.574 -7.878 6.254
C 5.854 11.658 -0.497
C 5.673 11.328 -1.967
O 5.234 9.971 -2.127
C 3.889 9.751 -1.984
O 3.073 10.634 -1.732
C 3.555 8.279 -2.228
F 4.429 7.431 -1.614
F 3.586 7.960 -3.554
F 2.315 7.932 -1.782
H 6.529 10.939 -0.021
H 6.265 12.664 -0.373
H 4.902 11.603 0.040
H 6.635 11.414 -2.483
H 4.983 12.025 -2.456
C 0.696 -0.474 -5.478
C -0.282 -1.216 -6.371
O -0.750 -0.359 -7.424
C 0.064 -0.253 -8.522
O 1.138 -0.837 -8.638
C -0.576 0.645 -9.581
F -1.119 1.779 -9.052
F -1.588 0.014 -10.245
F 0.305 1.057 -10.534
H 0.247 0.450 -5.100
H 0.994 -1.097 -4.630
H 1.596 -0.188 -6.032
H -1.160 -1.511 -5.787
H 0.158 -2.134 -6.777
*
```

Output
Lowest unoccupied orbital energy (eV): 1.56
HOMO (eV): -5.63
Orbital gap (eV): 7.18
E_tot (a.u.): -6857.4756
Max |F| (Eh/bohr): 0.2081


- What is the E_tot in the first record?
  -7070.7954 a.u.